A cluster of 8 separate species, C8H26ClINO10PS3 in total in a non-equilibrium geometry. Source: the OMol25 dataset; level of theory: ωB97M-V/def2-TZVPD.

Calculated values
Net charge: 0
Frontier orbital gap, Eh: 0.2908
SMILES: CC[C@@H](Cl)[C@@H]1[C@H]([PH2]=S)[C@@H](N=C=S)S(=O)(=O)O[C@@H]1I.O.O.O.O.O.O.O
Multiplicity: 1
LUMO level, eV: -0.9
Electronic energy, eV: -93096.8774
Max |F|, eV/A: 5.921
HOMO energy, eV: -8.84

Cartesian coordinates (Å):
C 3.04 -0.25 0.65
C 1.86 -0.02 -0.39
C 0.50 -0.83 -0.04
Cl 0.59 -1.30 1.73
C -0.77 0.09 -0.37
C -2.16 -0.59 0.11
P -2.50 -2.20 -0.86
S -3.45 -1.91 -2.53
C -3.40 0.42 0.05
N -3.92 0.84 1.36
C -3.04 1.40 2.09
S -2.02 2.48 2.79
S -2.98 1.79 -1.11
O -2.16 2.88 -0.51
O -4.22 2.38 -1.67
O -2.07 1.10 -2.33
C -0.78 0.65 -1.86
I 0.00 -0.72 -3.36
H 3.96 0.19 0.18
H 2.86 0.36 1.58
H 3.27 -1.33 0.85
H 2.22 -0.49 -1.36
H 1.67 1.07 -0.62
H 0.50 -1.80 -0.62
H -0.65 1.00 0.31
H -2.03 -0.93 1.18
H -1.27 -2.92 -1.08
H -3.25 -3.04 0.04
H -4.24 -0.17 -0.46
H -0.10 1.55 -1.87
O 4.13 2.21 0.48
H 4.31 2.93 1.09
H 3.62 2.62 -0.23
O -0.39 -4.27 -3.80
H -0.39 -4.30 -4.76
H -0.40 -3.32 -3.59
O 4.05 3.85 3.40
H 3.90 3.17 4.06
H 3.27 4.41 3.46
O -6.85 3.55 -2.43
H -6.52 3.65 -3.33
H -6.20 2.98 -2.00
O 5.51 -1.22 -0.45
H 6.17 -0.79 0.12
H 6.02 -1.50 -1.22
O -2.95 -2.24 2.47
H -3.12 -2.93 3.12
H -3.73 -1.67 2.53
O 4.94 -2.14 3.34
H 5.14 -2.23 2.40
H 4.04 -2.46 3.42